{
  "formula": "C63H68AsBrCl5CrO2PSi2",
  "method": "ωB97M-V/def2-TZVPD",
  "spin_multiplicity": 5,
  "gap_ev": [3.9, 5.1],
  "e_above_lowest_kcal_mol": 4.92,
  "total_charge": -2,
  "elements": ["Cr", "Cl", "C", "C", "Cl", "C", "Cl", "C", "O", "C", "O", "C", "Cl", "C", "C", "C", "C", "C", "C", "Si", "C", "C", "C", "C", "C", "C", "H", "H", "H", "H", "H", "H", "H", "H", "H", "H", "H", "C", "C", "As", "C", "C", "C", "C", "C", "C", "C", "C", "C", "C", "C", "C", "P", "C", "C", "C", "C", "C", "C", "C", "C", "C", "C", "C", "C", "H", "H", "H", "H", "H", "H", "H", "H", "H", "H", "H", "H", "H", "H", "H", "H", "H", "H", "H", "H", "H", "H", "H", "H", "C", "C", "C", "C", "Si", "Br", "C", "C", "C", "C", "C", "C", "C", "C", "H", "H", "H", "H", "H", "H", "H", "H", "H", "H", "H", "H", "H", "H", "H", "H", "H", "H", "H", "H", "H", "H", "H", "H", "H", "H", "H", "Cl", "C", "C", "C", "C", "C", "C", "C", "H", "H", "H", "H", "H", "H"],
  "xyz": [[0.123, -0.493, 1.345], [-3.997, -5.616, -0.504], [-3.309, -4.269, 0.351], [-3.863, -3.829, 1.532], [-5.270, -4.606, 2.187], [-3.287, -2.746, 2.209], [-3.977, -2.171, 3.697], [-2.150, -2.097, 1.732], [-1.575, -1.106, 2.327], [-1.578, -2.554, 0.486], [-0.522, -1.938, 0.047], [-2.176, -3.623, -0.164], [-1.434, -4.185, -1.631], [-1.354, -5.349, 4.016], [-0.819, -5.557, 2.754], [0.159, -4.703, 2.265], [0.624, -3.614, 3.003], [0.064, -3.425, 4.267], [-0.901, -4.279, 4.775], [1.755, -2.296, 2.194], [3.301, -2.264, 3.345], [3.341, -1.465, 4.487], [4.460, -1.397, 5.302], [5.596, -2.124, 4.984], [5.589, -2.921, 3.850], [4.456, -2.988, 3.054], [-2.137, -5.997, 4.392], [-1.182, -6.370, 2.137], [0.548, -4.863, 1.266], [0.362, -2.563, 4.857], [-1.331, -4.089, 5.751], [2.342, -3.154, 1.088], [2.484, -0.853, 4.732], [4.453, -0.752, 6.172], [6.479, -2.063, 5.610], [6.469, -3.499, 3.587], [4.460, -3.625, 2.179], [0.679, 0.356, -2.292], [1.624, 0.912, -3.340], [1.284, 0.515, -5.248], [1.328, -1.439, -5.235], [2.338, -2.194, -5.827], [2.252, -3.576, -5.867], [1.155, -4.226, -5.319], [0.140, -3.483, -4.735], [0.226, -2.102, -4.697], [3.120, 0.906, -5.826], [4.244, 0.371, -5.186], [5.519, 0.721, -5.591], [5.696, 1.615, -6.640], [4.590, 2.155, -7.284], [3.311, 1.798, -6.878], [1.441, 0.337, -0.600], [2.138, 2.033, -0.637], [3.467, 2.371, -0.875], [3.857, 3.700, -0.913], [2.922, 4.712, -0.729], [1.589, 4.387, -0.508], [1.204, 3.061, -0.454], [2.883, -0.740, -0.888], [2.848, -1.748, -1.852], [3.911, -2.626, -1.988], [5.019, -2.513, -1.163], [5.051, -1.530, -0.181], [3.987, -0.658, -0.038], [0.340, -0.667, -2.486], [-0.228, 0.962, -2.202], [2.648, 0.604, -3.134], [1.616, 2.007, -3.308], [3.200, -1.708, -6.263], [3.050, -4.147, -6.326], [1.094, -5.306, -5.338], [-0.718, -3.976, -4.299], [-0.581, -1.539, -4.235], [4.125, -0.324, -4.364], [6.376, 0.298, -5.080], [6.696, 1.894, -6.951], [4.720, 2.857, -8.100], [2.449, 2.222, -7.381], [4.205, 1.594, -1.031], [4.896, 3.945, -1.090], [3.231, 5.749, -0.752], [0.853, 5.165, -0.358], [0.167, 2.809, -0.262], [1.980, -1.879, -2.486], [3.856, -3.411, -2.731], [5.844, -3.207, -1.261], [5.884, -1.464, 0.505], [3.999, 0.062, 0.770], [-2.982, 3.629, 1.971], [-4.089, 2.570, 1.887], [-3.702, 1.460, 2.882], [-5.401, 3.206, 2.371], [-4.224, 1.891, 0.083], [-2.321, 0.708, -0.231], [-4.174, 3.290, -1.271], [-5.207, 4.391, -1.009], [-2.790, 3.950, -1.358], [-4.446, 2.710, -2.666], [-5.693, 0.639, -0.165], [-7.037, 1.356, -0.366], [-5.828, -0.276, 1.063], [-5.473, -0.305, -1.358], [-2.856, 3.920, 3.017], [-3.219, 4.531, 1.407], [-2.021, 3.236, 1.634], [-3.457, 1.927, 3.840], [-2.834, 0.877, 2.572], [-4.509, 0.755, 3.068], [-5.256, 3.580, 3.390], [-6.215, 2.486, 2.409], [-5.717, 4.046, 1.757], [-4.974, 4.956, -0.110], [-6.220, 4.003, -0.910], [-5.205, 5.096, -1.845], [-2.458, 4.389, -0.419], [-2.829, 4.747, -2.104], [-2.033, 3.235, -1.675], [-5.463, 2.346, -2.783], [-3.760, 1.897, -2.897], [-4.291, 3.495, -3.411], [-7.271, 2.038, 0.450], [-7.838, 0.610, -0.405], [-7.075, 1.920, -1.296], [-6.140, 0.261, 1.956], [-4.902, -0.806, 1.286], [-6.591, -1.032, 0.854], [-5.397, 0.212, -2.311], [-6.328, -0.985, -1.418], [-4.582, -0.914, -1.226], [4.838, 2.121, 6.434], [3.499, 1.891, 5.322], [3.721, 1.966, 3.957], [2.663, 1.771, 3.092], [1.357, 1.517, 3.542], [0.248, 1.288, 2.612], [1.187, 1.448, 4.933], [2.237, 1.623, 5.817], [4.719, 2.147, 3.579], [2.847, 1.805, 2.029], [0.184, 2.128, 1.908], [-0.696, 1.255, 3.173], [0.200, 1.234, 5.324], [2.079, 1.552, 6.884]],
  "lowdin_charge": [0.270, 0.592, -0.737, -0.738, 0.597, -0.620, 0.672, -0.442, -0.231, -0.455, -0.282, -0.616, 0.672, -0.122, -0.108, -0.124, -0.324, -0.111, -0.116, 0.706, -0.320, -0.113, -0.111, -0.125, -0.127, -0.141, 0.088, 0.095, 0.089, 0.096, 0.089, -0.022, 0.078, 0.069, 0.084, 0.083, 0.079, -0.388, -0.434, 1.294, -0.414, -0.121, -0.100, -0.091, -0.097, -0.139, -0.412, -0.121, -0.086, -0.103, -0.106, -0.138, 1.035, -0.353, -0.093, -0.088, -0.099, -0.081, -0.104, -0.362, -0.083, -0.084, -0.095, -0.087, -0.126, 0.052, 0.037, 0.037, 0.065, 0.084, 0.095, 0.098, 0.064, 0.100, 0.097, 0.102, 0.093, 0.094, 0.082, 0.095, 0.096, 0.092, 0.099, 0.077, 0.093, 0.098, 0.093, 0.102, 0.104, -0.105, -0.612, -0.108, -0.095, 0.518, 0.719, -0.622, -0.099, -0.123, -0.112, -0.611, -0.102, -0.098, -0.109, 0.087, 0.057, 0.062, 0.089, 0.033, 0.042, 0.083, 0.060, 0.059, 0.062, 0.064, 0.080, 0.054, 0.081, 0.045, 0.060, 0.073, 0.080, 0.063, 0.082, 0.058, 0.064, 0.058, 0.090, 0.056, 0.084, 0.060, 0.584, -0.704, -0.122, -0.048, -0.313, -0.216, -0.062, -0.141, 0.099, 0.086, 0.018, 0.033, 0.110, 0.096]
}


{
  "formula": "C4H6S",
  "method": "ωB97M-V/def2-TZVPD",
  "gap_ev": [8.3, 8.1],
  "e_above_lowest_kcal_mol": 113.03,
  "total_charge": 0,
  "elements": ["C", "C", "C", "C", "S", "H", "H", "H", "H", "H", "H"],
  "xyz": [[-1.711, -1.038, -0.320], [-1.378, 0.100, 0.234], [1.536, 0.824, -0.533], [1.031, 0.340, 0.805], [1.994, -0.810, 0.025], [-2.731, -1.550, -0.217], [-0.983, -1.635, -0.748], [-1.949, 0.761, 0.872], [0.705, 0.803, -1.352], [2.344, 1.542, -0.520], [1.141, 0.664, 1.754]],
  "nbo_charge": [-0.504, -0.156, -0.532, -0.299, 0.234, 0.212, 0.198, 0.177, 0.247, 0.222, 0.201]
}


{
  "formula": "C24H64FeO28PS8",
  "method": "ωB97M-V/def2-TZVPD",
  "spin_multiplicity": 6,
  "gap_ev": [8.7, 8.3],
  "e_above_lowest_kcal_mol": 189.87,
  "total_charge": 0,
  "elements": ["Fe", "P", "O", "O", "O", "O", "O", "S", "O", "O", "C", "C", "C", "H", "H", "H", "H", "H", "H", "H", "H", "O", "S", "O", "O", "C", "C", "C", "H", "H", "H", "H", "H", "H", "H", "H", "O", "S", "O", "O", "C", "C", "C", "H", "H", "H", "H", "H", "H", "H", "H", "O", "S", "O", "O", "C", "C", "C", "H", "H", "H", "H", "H", "H", "H", "H", "O", "S", "O", "O", "C", "C", "C", "H", "H", "H", "H", "H", "H", "H", "H", "O", "S", "O", "O", "C", "C", "C", "H", "H", "H", "H", "H", "H", "H", "H", "O", "S", "O", "O", "C", "C", "C", "H", "H", "H", "H", "H", "H", "H", "H", "O", "S", "O", "O", "C", "C", "C", "H", "H", "H", "H", "H", "H", "H", "H"],
  "xyz": [[-29.663, 5.253, -7.995], [-27.421, 4.785, -7.639], [-28.070, 5.196, -8.972], [-28.591, 3.882, -7.368], [-28.270, 5.982, -6.956], [-25.943, 4.500, -7.311], [-20.205, 4.160, -3.249], [-20.395, 4.823, -4.558], [-19.688, 4.311, -5.721], [-21.970, 5.165, -4.888], [-22.879, 5.250, -3.783], [-24.212, 4.826, -4.232], [-19.925, 6.649, -4.377], [-22.993, 6.299, -3.512], [-22.569, 4.844, -2.820], [-24.942, 5.133, -3.482], [-24.322, 3.784, -3.930], [-24.459, 4.739, -5.290], [-18.873, 6.676, -4.094], [-20.587, 6.942, -3.563], [-20.096, 7.233, -5.282], [-33.179, 3.397, -6.457], [-32.452, 3.136, -7.762], [-31.253, 3.983, -8.003], [-32.073, 1.536, -7.848], [-30.896, 1.082, -7.276], [-30.135, 0.315, -8.457], [-33.514, 3.037, -9.308], [-31.258, 0.290, -6.620], [-30.304, 1.853, -6.782], [-30.666, -0.531, -8.895], [-29.258, -0.260, -8.159], [-29.882, 1.080, -9.191], [-33.350, 3.869, -9.993], [-34.556, 3.196, -9.030], [-33.525, 2.033, -9.732], [-30.477, 5.747, -3.885], [-30.998, 6.525, -5.070], [-30.895, 6.015, -6.453], [-32.549, 7.009, -4.749], [-33.579, 6.351, -5.399], [-34.905, 7.005, -5.447], [-30.202, 8.225, -5.003], [-33.821, 5.464, -4.814], [-33.329, 5.866, -6.342], [-35.089, 7.663, -4.597], [-35.679, 6.243, -5.367], [-35.231, 7.570, -6.321], [-29.131, 8.035, -5.077], [-30.509, 8.612, -4.032], [-30.669, 8.796, -5.806], [-29.023, 9.467, -7.669], [-29.022, 8.514, -8.773], [-29.839, 7.254, -8.679], [-29.570, 9.300, -10.170], [-29.671, 8.780, -11.474], [-30.947, 9.208, -12.086], [-27.290, 8.144, -9.258], [-29.729, 7.698, -11.600], [-28.832, 9.127, -12.078], [-31.613, 8.514, -11.574], [-31.102, 8.912, -13.123], [-31.220, 10.217, -11.775], [-26.798, 7.688, -8.398], [-26.791, 9.016, -9.681], [-27.451, 7.577, -10.175], [-28.480, 1.983, -2.176], [-28.488, 1.430, -3.518], [-27.808, 0.180, -3.812], [-30.215, 1.317, -3.832], [-31.012, 2.443, -3.687], [-32.256, 2.130, -2.837], [-27.980, 2.832, -4.706], [-31.362, 2.633, -4.702], [-30.422, 3.313, -3.399], [-32.938, 2.978, -2.779], [-31.800, 1.924, -1.869], [-32.853, 1.268, -3.134], [-28.752, 3.597, -4.782], [-27.686, 2.369, -5.648], [-27.159, 3.326, -4.186], [-24.611, 7.083, -11.394], [-23.935, 5.745, -11.363], [-23.078, 5.362, -12.475], [-23.009, 5.604, -9.962], [-23.655, 6.047, -8.719], [-22.871, 7.284, -8.199], [-25.140, 4.331, -11.027], [-23.738, 5.218, -8.017], [-24.698, 6.292, -8.922], [-21.836, 7.320, -8.540], [-23.001, 7.238, -7.118], [-23.311, 8.212, -8.563], [-25.895, 4.402, -11.810], [-25.609, 4.510, -10.060], [-24.753, 3.312, -10.997], [-30.470, 5.107, -10.040], [-30.502, 4.232, -11.226], [-31.064, 2.909, -11.215], [-31.208, 5.034, -12.477], [-32.019, 4.235, -13.372], [-32.224, 5.322, -14.480], [-28.875, 4.110, -11.990], [-32.973, 3.880, -12.984], [-31.460, 3.378, -13.748], [-33.013, 4.938, -15.127], [-31.384, 5.620, -15.108], [-32.411, 6.280, -13.994], [-28.150, 3.746, -11.261], [-28.552, 5.150, -11.964], [-28.841, 3.715, -13.005], [-23.984, -0.713, -6.472], [-24.259, 0.380, -7.402], [-23.442, 0.625, -8.535], [-25.785, 0.244, -7.879], [-26.514, 1.349, -8.533], [-26.430, 1.310, -10.044], [-24.212, 1.984, -6.371], [-25.919, 2.224, -8.272], [-27.521, 1.526, -8.154], [-26.610, 2.290, -10.487], [-27.221, 0.612, -10.321], [-25.404, 1.056, -10.310], [-25.189, 2.002, -5.888], [-23.970, 2.812, -7.038], [-23.359, 1.916, -5.696]],
  "lowdin_charge": [0.882, 0.177, -0.388, -0.364, -0.398, -0.304, -0.309, 0.683, -0.293, -0.273, -0.305, -0.080, -0.088, 0.111, 0.125, 0.093, 0.070, 0.065, 0.061, 0.049, 0.062, -0.290, 0.825, -0.380, -0.268, -0.239, -0.028, -0.063, 0.128, 0.104, 0.077, 0.074, 0.062, 0.059, 0.065, 0.078, -0.289, 0.807, -0.364, -0.211, -0.340, -0.068, -0.058, 0.113, 0.097, 0.087, 0.085, 0.076, 0.073, 0.069, 0.060, -0.270, 0.801, -0.366, -0.242, -0.327, -0.068, -0.079, 0.109, 0.127, 0.079, 0.088, 0.092, 0.069, 0.084, 0.057, -0.313, 0.736, -0.284, -0.283, -0.343, -0.041, -0.069, 0.084, 0.088, 0.072, 0.079, 0.077, 0.045, 0.040, 0.061, -0.335, 0.721, -0.300, -0.273, -0.250, -0.043, -0.092, 0.092, 0.072, 0.081, 0.066, 0.068, 0.050, 0.029, 0.065, -0.335, 0.698, -0.275, -0.289, -0.226, -0.053, -0.086, 0.117, 0.117, 0.078, 0.077, 0.070, 0.041, 0.066, 0.091, -0.294, 0.625, -0.287, -0.264, -0.234, -0.049, -0.086, 0.070, 0.097, 0.037, 0.081, 0.082, 0.048, 0.042, 0.066]
}